Record 1
Density functional theory data (ωB97M-V with the def2-TZVPD basis set) for 7 unconnected molecules or ions with the total composition C10H26O11 at a distorted geometry.

Geometry as XYZ:
```
47
Properties=species:S:1:pos:R:3:forces:R:3
O -0.208137 -0.314768 2.542262 1.299 2.477 0.552
C 0.630513 0.566932 2.756292 -0.912 -3.270 1.784
O 1.026573 0.979482 4.024942 -2.332 -1.992 -2.176
C 1.943453 2.008382 3.878482 0.280 0.564 0.650
C 2.245523 2.115352 2.365922 -0.433 -0.918 1.383
O 1.411233 1.048962 1.832142 0.373 1.165 -0.567
H 1.396193 2.847942 4.307142 0.863 0.603 -0.056
H 2.790153 1.668922 4.475122 0.275 0.755 -0.037
H 3.272743 1.775912 2.232882 -0.156 0.890 -0.777
H 1.865013 3.068002 1.997452 0.808 -0.204 -0.508
O -1.991567 -3.826568 0.320472 -0.037 -0.237 -0.111
C -0.976897 -3.490608 -0.209448 -2.289 0.734 0.577
O -0.871627 -2.415358 -1.001708 -1.677 1.007 -0.203
C 0.470933 -2.078748 -1.168668 0.030 0.551 -1.204
C 1.091963 -3.384808 -0.913138 1.350 -1.817 -1.288
O 0.166543 -4.084338 -0.107638 1.675 -0.801 2.639
H 0.619573 -1.765228 -2.201968 0.053 0.214 0.096
H 0.760343 -1.273298 -0.493698 0.044 -0.062 0.219
H 2.131143 -3.277068 -0.602348 -0.250 -0.578 0.777
H 1.005703 -4.137438 -1.696858 1.121 1.020 -1.426
C 4.994193 1.204472 -1.506558 -0.898 0.836 1.591
C 3.669953 1.994002 -1.597098 -0.372 -0.778 -1.347
O 2.902943 2.079682 -0.403838 0.746 -0.342 0.611
H 4.745103 0.219412 -1.111958 0.125 -0.096 -0.029
H 5.570123 1.728292 -0.743658 0.606 -0.244 -0.120
H 5.551333 1.084012 -2.435628 -0.274 0.359 0.005
H 3.083363 1.385082 -2.285018 -0.260 0.400 -0.531
H 3.761923 3.014832 -1.967978 0.456 -0.104 -0.370
H 1.982053 2.134272 -0.669498 -0.240 -0.047 0.107
C -4.680197 -2.051148 -0.817588 -0.521 0.342 0.090
C -5.234837 -0.654128 -0.638108 -2.345 -1.912 1.632
O -4.365607 0.357702 -0.683328 1.723 2.610 -1.468
H -5.590727 -2.650338 -0.817278 0.237 -0.614 -0.003
H -4.067877 -2.289298 0.052152 0.118 -0.280 -0.270
H -4.130267 -2.216788 -1.744008 0.030 0.101 0.046
H -5.772497 -0.675338 0.309822 0.412 -0.135 1.057
H -6.178637 -0.498788 -1.160808 0.464 0.398 -1.578
H -3.961207 0.637572 0.141142 -0.126 -0.570 0.360
O -2.704757 0.976972 1.477262 -0.260 0.327 -0.126
H -2.123327 0.444032 2.019622 0.290 -0.609 0.259
H -2.556187 1.874132 1.776022 -0.133 0.300 0.146
O -0.463847 1.706952 -0.175338 0.566 0.404 -0.469
H -1.382637 1.802362 -0.426248 -0.327 -0.113 -0.062
H -0.487987 1.198252 0.635142 -0.056 -0.358 0.014
O -0.203137 0.273002 -3.471498 0.281 -0.103 -0.253
H -1.155987 0.185192 -3.447118 -0.313 -0.058 0.021
H 0.019353 0.703932 -2.646258 -0.012 0.187 0.362
```
Forces are in eV/Å.

Output
frontier orbital gap	9.5	eV
HOMO	-9.479	eV
LUMO	0.05	eV
energy relative to the best compared isomer or geometry (same formula, charge and spin)	160.1	kJ/mol
SMILES	O=C1OCCO1.O=C1OCCO1.CCO.CCO.O.O.O
strongest force on any atom	3.84	eV/A

---

Record 2
Density functional theory data (ωB97M-V with the def2-TZVPD basis set) for a molecular structure, C10H27Cl2O2P2SW at a distorted geometry.

Geometry as XYZ:
```
45
Properties=species:S:1:pos:R:3:forces:R:3
C 2.921501 -3.251861 0.157448 0.274 1.115 0.898
C 1.943397 -3.138683 -0.875574 -2.360 -3.592 -5.785
H 3.603949 -4.126198 0.092025 -0.624 0.049 -0.579
H 2.370028 -3.281768 1.104836 0.155 -0.016 0.122
H 3.535275 -2.334067 0.139252 -0.084 -0.244 0.124
O 1.289304 -3.375679 -1.815448 3.053 2.129 5.243
Cl 1.083909 0.104541 2.834943 -0.489 -0.634 -1.028
W -0.034310 0.821841 0.959553 1.052 3.620 2.606
P -1.303307 -1.298570 1.316109 -1.857 -1.668 0.485
C -2.129213 -2.149600 -0.061990 -0.032 0.157 0.027
C -0.510903 -2.701697 2.149045 0.395 0.135 0.369
H -1.264364 -3.481768 2.300995 0.057 0.173 -0.078
H -3.184277 -1.942185 2.664790 0.151 0.231 -0.064
H -0.111180 -2.400295 3.123138 -0.015 -0.138 -0.215
H -2.360324 -0.526285 3.370231 -0.093 0.000 0.036
H -1.380131 -2.505453 -0.762807 -0.027 -0.105 -0.278
H 0.286796 -3.120365 1.535634 -0.002 -0.025 0.062
C -2.714770 -0.973766 2.441193 0.116 -0.002 -0.028
H -2.683241 -3.009811 0.344832 0.190 0.310 -0.089
H -3.459108 -0.322746 1.973277 0.134 -0.238 0.102
H -2.809389 -1.450281 -0.552875 0.111 -0.539 0.038
P 1.457888 1.335770 -0.999546 0.611 1.522 -1.856
C 0.933537 1.051275 -2.753398 -0.402 -0.431 0.265
C 1.981404 3.107527 -1.174626 -0.036 -0.191 0.864
H 3.589512 0.766845 0.003100 -0.117 -0.198 -0.321
H 3.575422 0.730157 -1.806267 0.091 -0.093 0.260
H 2.855451 -0.627750 -0.896101 0.175 0.331 -0.007
C 3.032466 0.455266 -0.894492 0.053 -0.227 0.393
H 2.393273 3.460263 -0.214356 -0.122 -0.107 -0.609
H 2.755921 3.185139 -1.942691 -0.214 -0.160 -0.105
H 1.846052 0.949816 -3.351688 -0.157 0.141 0.078
H 0.346959 1.904061 -3.134293 0.347 -0.309 0.192
H 1.114115 3.731872 -1.432578 0.371 -0.179 0.038
H 0.330955 0.142000 -2.876962 0.215 0.150 -0.044
Cl 0.881119 2.938804 1.651893 -0.542 -1.148 -0.631
C -1.853774 2.727566 -1.692002 -0.008 0.493 -0.127
S -1.632742 1.075078 -1.066486 -1.887 -1.069 -1.422
C -1.804437 1.851093 1.582951 -0.365 0.047 -0.157
O -2.968872 0.386053 -1.253221 1.638 1.129 0.657
H -0.973686 3.354031 -1.506587 -0.206 -0.178 0.099
H -2.740102 3.134875 -1.189561 0.181 -0.007 -0.101
H -2.034957 2.645979 -2.775142 -0.019 -0.060 0.349
H -1.738632 2.889064 1.212391 -0.133 -0.434 0.329
H -2.799819 1.440613 1.409595 0.232 0.038 -0.304
H -1.636695 1.829297 2.661458 0.189 0.221 0.193
```
Forces are in eV/Å.

Output
frontier orbital gap (spin up / spin down)	6.3 / 7.5	eV
HOMO (spin up / spin down)	-18.882 / -19.885	eV
multiplicity	3
total charge	+3
LUMO (spin up / spin down)	-12.55 / -12.40	eV
energy relative to the best compared isomer or geometry (same formula, charge and spin)	1.2	kJ/mol
<S²>	2.018
strongest force on any atom	7.21	eV/A